1.
Density functional theory data (wB97M-V/def2-TZVPD) for 2 unconnected molecules or ions with the total composition C3H11N2 at a distorted geometry.

Last column: Mulliken charge in e.
CARTESIAN COORDINATES (ANGSTROEM)
C -1.929 1.178 -0.448  -0.732
N -0.856 1.247 0.566  -0.681
H -2.359 2.154 -0.601  0.329
H -1.577 0.785 -1.402  0.224
H -2.735 0.535 -0.108  0.283
H -1.069 0.675 1.376  0.278
H -0.692 2.195 0.881  0.263
H 0.389 0.397 -0.053  0.288
C 1.214 -1.936 0.878  -0.653
C 1.396 -1.489 -0.340  -0.011
N 1.270 -0.028 -0.569  -0.220
H 0.955 -1.358 1.755  0.252
H 1.203 -2.993 1.121  0.260
H 1.532 -2.039 -1.260  0.332
H 1.173 0.194 -1.565  0.390
H 2.084 0.483 -0.231  0.399

2S+1	1
HOMO-LUMO gap	11.39	eV
total charge	+1
relative energy (zero: lowest compared OMol25 entry of this formula, charge and spin)	114.0	kJ/mol
LUMO energy	-3.1473	eV

2.
Density functional theory data (wB97M-V/def2-TZVPD) for a single C2H2NOP molecule at a distorted geometry.

Last column: Mulliken charge in e.
CARTESIAN COORDINATES (ANGSTROEM)
C 0.534 -0.684 0.093  -0.049
C -0.570 0.085 -0.490  0.393
N 1.442 -0.179 0.848  -0.546
O -1.076 1.341 -0.205  -0.407
P -2.005 0.287 -1.319  -0.060
H 0.512 -1.706 0.092  0.402
H 1.163 0.856 0.981  0.267

2S+1	1
HOMO-LUMO gap (spin up / spin down)	7.44 / 7.12	eV
relative energy (zero: lowest compared OMol25 entry of this formula, charge and spin)	251.8	kJ/mol
LUMO energy (spin up / spin down)	-0.9739 / -1.2360	eV

3.
Density functional theory data (wB97M-V/def2-TZVPD) for a molecular structure, C4H6NaO2 at a distorted geometry.

Last column: Mulliken charge in e.
CARTESIAN COORDINATES (ANGSTROEM)
H -0.484 -0.313 -1.463  0.207
O -2.564 0.748 -0.100  -0.328
C -1.275 0.813 -0.232  -0.409
C -0.650 -0.509 -0.328  -0.137
C 0.685 -0.938 0.259  -0.629
C 1.899 -0.085 0.089  0.140
O 1.903 1.085 -0.243  -0.581
Na 0.354 2.658 0.229  0.979
H -2.899 1.498 0.409  0.387
H -1.388 -1.286 -0.070  0.329
H 0.951 -1.925 -0.148  0.344
H 0.606 -1.140 1.341  0.334
H 2.864 -0.607 0.258  0.365

2S+1	1
HOMO-LUMO gap	9.27	eV
total charge	+1
relative energy (zero: lowest compared OMol25 entry of this formula, charge and spin)	0.0	kJ/mol
LUMO energy	-3.8825	eV

4.
Density functional theory data (wB97M-V/def2-TZVPD) for a single CH3N3S molecule at a distorted geometry.

Last column: Mulliken charge in e.
CARTESIAN COORDINATES (ANGSTROEM)
C -1.960 -0.155 -0.135  0.342
N -2.220 -1.262 -0.077  -0.375
N 1.011 -0.429 -0.103  -0.161
N 0.545 0.620 0.568  -0.406
S -1.294 1.370 -0.238  -0.123
H 1.730 -0.335 -0.718  0.202
H 1.198 -1.304 0.347  0.236
H 0.990 1.495 0.356  0.285

2S+1	1
HOMO-LUMO gap	8.56	eV
relative energy (zero: lowest compared OMol25 entry of this formula, charge and spin)	106.8	kJ/mol
LUMO energy	-0.7016	eV

5.
Density functional theory data (wB97M-V/def2-TZVPD) for a single C8H17FSi molecule at a distorted geometry.

Last column: Mulliken charge in e.
CARTESIAN COORDINATES (ANGSTROEM)
C -3.589 -1.384 0.017  -0.527
C -4.106 -0.178 0.779  -0.521
C -3.044 0.010 -0.311  -0.258
C 3.313 0.761 -1.663  -1.254
C 1.532 -0.305 2.079  -1.366
C 1.932 1.138 -0.877  -0.576
C 1.592 -0.929 0.648  -0.381
C 1.132 -0.065 -0.477  0.001
F -0.978 1.187 -1.923  -0.275
Si -1.105 0.568 -0.453  0.609
H -3.039 -2.066 0.608  0.242
H -4.176 -1.940 -0.686  0.236
H -5.115 0.268 0.646  0.212
H -3.933 -0.221 1.806  0.238
H -3.656 0.445 -1.103  0.299
H 4.074 0.113 -1.006  0.232
H 3.801 1.663 -1.860  0.421
H 3.137 0.282 -2.577  0.377
H 1.812 -0.952 2.920  0.397
H 2.258 0.455 2.264  0.384
H 0.665 0.208 2.476  0.326
H 1.363 1.645 -1.619  0.355
H 2.155 1.701 0.028  0.316
H 2.686 -1.238 0.495  0.219
H 0.998 -1.902 0.623  0.294
H -0.878 1.605 0.464  -0.194
H 1.169 -0.869 -1.299  0.192

2S+1	1
HOMO-LUMO gap	9.25	eV
relative energy (zero: lowest compared OMol25 entry of this formula, charge and spin)	272.9	kJ/mol
LUMO energy	0.4625	eV

6.
Density functional theory data (wB97M-V/def2-TZVPD) for a molecular structure, C2HO2Sr.

Last column: Mulliken charge in e.
CARTESIAN COORDINATES (ANGSTROEM)
O -1.655 0.719 -0.302  -0.489
O 1.716 -0.007 -0.235  -0.157
C -1.582 1.896 -0.463  0.095
C 2.591 0.709 -0.352  0.066
H -2.434 2.587 -0.655  0.346
Sr -0.398 -1.294 -0.020  2.140

2S+1	2
HOMO-LUMO gap (spin up / spin down)	8.38 / 12.05	eV
⟨S²⟩	0.752
total charge	+2
LUMO energy (spin up / spin down)	-9.5363 / -9.5527	eV

| no. | DFT total energy (eV) |
| --- | --- |
| 1 | -6262.3996 |
| 2 | -14928.9258 |
| 3 | -12748.7226 |
| 4 | -16388.1725 |
| 5 | -19164.8173 |
| 6 | -7001.6479 |